{"formula": "C24H49F3InN10O22P", "method": "ωB97M-V/def2-TZVPD", "molar_mass_g_mol": 1032.5, "homo_energy_ev": -0.1, "spin_multiplicity": 1, "total_charge": -2, "max_force_ev_per_a": 7.127, "orbital_gap_ev": 2.20, "symbols": ["H", "O", "H", "H", "N", "H", "O", "N", "H", "C", "O", "H", "C", "O", "H", "H", "O", "C", "N", "C", "N", "C", "F", "F", "C", "N", "C", "C", "P", "O", "F", "H", "H", "H", "C", "O", "O", "H", "H", "H", "H", "H", "H", "H", "C", "H", "H", "C", "O", "O", "O", "N", "In", "O", "H", "H", "C", "C", "H", "H", "H", "C", "O", "C", "H", "H", "H", "O", "H", "C", "O", "N", "H", "H", "O", "O", "O", "C", "H", "H", "H", "C", "H", "C", "C", "H", "H", "H", "H", "N", "O", "H", "H", "H", "H", "C", "C", "O", "C", "H", "O", "N", "N", "H", "H", "H", "H", "O", "H", "C"], "coordinates": [[4.144903, -8.821158, 2.812159], [2.089594, -8.066570, 4.226611], [-6.260655, -4.358523, 2.549679], [-5.783062, 3.727006, -10.928458], [5.878724, -1.460277, 2.688876], [1.560656, -0.088379, 2.703515], [4.763758, -0.866944, -4.576602], [-8.131282, -0.988282, 3.469303], [2.623669, -2.249550, -5.126872], [-4.641612, -2.692651, 2.909073], [2.794291, 3.186631, 3.982931], [2.658541, -8.800524, 1.791030], [3.402385, -8.195135, 2.312962], [-4.118420, 3.959368, -8.493055], [3.477431, 3.051345, 7.922179], [6.216938, 0.577400, 3.035377], [4.966894, 4.656363, 6.508039], [-9.004720, -0.432276, 4.537686], [5.328719, 3.673947, 7.166085], [3.532529, 5.368901, 4.328948], [4.205332, -0.989928, -5.673015], [-2.083913, -1.314838, 3.210580], [0.076268, -1.226377, -3.515932], [-2.020907, -0.438802, -2.689501], [-0.525015, -0.296665, -2.532319], [-6.121276, 1.689330, -11.274959], [-2.597615, 2.564827, -4.319619], [2.027890, -3.864932, 1.249052], [2.393759, -1.091765, 0.165394], [6.474202, 3.900654, 1.226623], [-0.232541, 1.137936, -2.763777], [-3.341459, 1.959438, -4.841551], [4.771322, 1.806437, 7.977857], [-8.729969, -0.920053, 5.475128], [-4.932554, -1.990950, 1.435403], [2.755438, -6.184340, 3.295402], [-3.383322, 2.262801, -7.295316], [4.012133, 2.233020, 6.406645], [-6.610302, -3.250965, 4.122811], [-5.184170, -4.574609, 4.082472], [4.153609, 3.169230, -0.561339], [-5.818295, 3.870648, -6.518990], [5.649536, 2.511683, -1.324383], [-3.959534, -0.443899, -0.198710], [-0.917560, -3.154401, -0.299928], [-1.102007, -1.050038, 3.790552], [1.150036, -3.971967, 2.044549], [-5.788935, -3.762454, 3.458477], [-8.199242, -2.207008, 3.271377], [-3.910406, 2.693393, -2.405970], [5.689733, -2.030668, 1.608147], [3.180567, 4.228576, 3.440546], [-0.073042, -1.009624, -0.410122], [5.378337, -1.777411, 3.774291], [-6.318707, 2.731902, -7.824842], [3.885435, -7.499032, 1.624006], [6.790453, -0.284596, 2.688273], [-2.381357, -0.654815, 1.726541], [-4.381676, 2.640441, -10.599980], [4.581299, 5.614736, 4.149831], [3.378941, 5.068153, 5.367465], [4.317864, 2.604844, 7.386691], [-1.020194, -3.868686, -1.450751], [2.816616, -2.436799, 1.455204], [1.930423, 1.833052, 2.728656], [3.321753, 0.603117, 3.247830], [-3.065099, -2.867360, 4.831556], [6.451180, 3.501406, 7.655320], [7.618324, -0.509166, 3.363855], [2.750705, -1.301656, -5.653936], [4.745745, -0.877510, -6.779520], [5.811192, 2.995432, 0.706978], [-1.855097, 1.938804, -3.820422], [-5.576867, 2.102300, -6.314769], [3.302063, 4.411521, 2.223642], [-1.283961, -3.652661, 1.034900], [-6.621663, 1.372196, -10.189545], [5.238963, 3.257935, -0.641029], [2.878670, 6.203667, 4.068471], [2.599830, 1.456681, 0.286837], [2.245682, -0.486173, -5.132256], [-1.302359, 0.365452, 0.968450], [-0.603946, 0.926450, 1.721452], [-3.774385, -0.963127, 0.858862], [2.383794, 0.757163, 2.526377], [-4.844624, 3.028566, -12.291750], [4.109323, 0.600883, 1.043884], [7.155376, -0.121041, 1.672085], [-2.114565, 3.260930, -5.008575], [2.691589, -7.417363, 3.363350], [-6.310267, 1.118939, -12.355688], [2.782525, -4.751067, 1.513872], [2.729831, -2.057821, 2.583403], [-5.897952, -2.206896, 0.783824], [-10.039208, -0.650526, 4.264487], [-3.262743, -2.350993, 3.779603], [-5.599385, 2.929397, -7.027481], [5.578749, 1.887943, 1.205501], [2.917958, 0.562978, 0.987861], [5.521635, 4.265000, -0.954832], [-7.405175, -0.193481, 2.860945], [-4.257119, 3.060048, -7.655754], [-3.308411, 3.342599, -3.269231], [-8.842044, 0.645685, 4.601658], [1.687683, -4.056641, 0.145615], [3.975974, -2.682288, 1.314807], [-1.957034, 1.085414, 0.294308], [-3.244562, 4.575622, -3.337179], [2.392993, -1.381537, -6.682633], [-5.209547, 2.865011, -11.275563]], "forces_ev_per_angstrom": [[-0.2, 0.0, 0.0], [0.7, 0.7, -1.0], [0.8, 1.5, 1.9], [0.2, -0.2, 0.1], [-0.7, -0.9, -0.4], [1.8, 1.9, -0.1], [-0.6, -0.1, -1.9], [1.0, -0.1, -1.2], [0.0, 0.3, 0.1], [1.6, 2.0, -1.5], [0.8, 2.0, -0.6], [0.1, 0.1, 0.2], [0.2, 0.1, -0.3], [0.0, -1.1, 0.9], [0.1, 0.0, -0.2], [0.2, -0.2, 0.0], [1.1, -1.3, 1.4], [0.0, 0.2, 0.2], [0.9, 0.4, 0.1], [-0.3, 0.2, 0.2], [0.8, 0.2, 0.4], [-4.7, -1.0, -2.9], [-1.5, 3.2, 1.0], [3.5, 0.8, -0.7], [-1.1, -1.1, 0.7], [-0.6, -0.8, -0.2], [0.2, 0.0, -0.2], [0.5, -0.6, 0.9], [0.8, 0.3, 0.0], [-0.7, -1.2, -0.3], [-0.6, -2.6, -1.1], [0.2, 0.0, 0.3], [0.0, 0.3, -0.2], [-0.1, 0.0, -0.2], [4.6, 1.4, 2.2], [-0.1, -2.3, 0.5], [-1.2, 1.4, -0.9], [-0.1, 0.2, 0.1], [1.8, -1.2, -1.4], [-1.4, 1.7, -1.1], [0.2, -0.2, 0.0], [0.1, -0.1, -0.2], [-0.2, 0.0, 0.2], [0.7, -1.2, 2.6], [-1.9, -4.5, 1.2], [-2.2, -0.7, -1.3], [1.6, 0.3, -2.3], [1.8, -0.3, 0.0], [-0.4, 1.9, 0.1], [0.8, 1.4, -1.4], [1.2, 0.9, 1.9], [-0.3, -0.8, -0.5], [-1.0, -1.3, 1.3], [0.7, 0.3, -1.4], [0.2, 0.1, 0.1], [-0.2, -0.1, 0.2], [0.1, 0.2, -0.1], [-1.4, -0.8, 0.7], [-0.2, 0.1, 0.0], [-0.2, 0.0, 0.0], [-0.1, 0.1, -0.7], [0.0, -0.3, 0.1], [0.5, 2.9, 4.9], [1.2, -1.1, 1.0], [0.9, -2.8, -0.6], [-2.2, 0.3, -1.3], [-0.6, 1.1, -2.5], [-1.6, 0.6, -0.9], [-0.2, 0.0, 0.0], [-0.3, -0.1, -0.2], [-0.3, 0.0, 1.3], [0.2, -0.3, 0.8], [-0.3, 0.0, 0.0], [0.1, 0.2, -0.2], [-0.2, -0.4, 1.6], [1.9, 2.4, -6.4], [0.6, 0.3, -1.6], [0.0, 0.2, -0.2], [0.2, -0.1, -0.2], [0.4, -1.7, 1.3], [0.1, -0.3, 0.1], [-2.0, -0.5, 1.0], [-1.6, -0.9, -1.3], [-0.3, -2.1, 3.5], [-0.3, -0.2, -0.3], [-0.2, -0.2, 0.2], [-3.0, -0.3, -0.3], [-0.2, -0.1, 0.3], [-0.2, -0.1, 0.2], [-0.4, 1.4, 0.6], [0.1, 0.6, 1.7], [-1.4, 2.0, -0.6], [-0.1, -0.9, -2.3], [2.2, 0.4, 1.7], [0.2, -0.1, 0.1], [-0.2, 1.7, -3.3], [-0.2, -0.2, 0.3], [1.1, 2.3, -0.7], [1.1, 0.6, 0.8], [0.0, -0.2, 0.2], [-1.3, -1.3, 0.9], [1.0, -0.4, 0.0], [-0.5, -0.1, 0.9], [0.1, -0.3, -0.1], [0.3, 0.6, 2.2], [-3.2, 0.6, 0.2], [1.4, -1.2, 1.6], [-0.3, -1.2, 0.3], [0.2, 0.1, 0.2], [0.2, 0.1, -0.2]]}